# 1
A structure of composition C15H28BFInN2O5S2, computed with ωB97M-V with the def2-TZVPD basis set.

Each line ends with the Löwdin charge.
Atoms and positions in Å:
In 0.1234 0.9804 0.3106  0.8525
S -4.7566 0.3352 -1.2323  0.9711
S -6.6222 -1.9191 -1.9153  0.6922
F 1.9410 1.0106 -0.6565  -0.5011
O 6.2610 0.5363 -2.0476  0.1203
O 0.8500 -0.0118 3.2745  0.0233
O 5.4942 -1.1213 -0.7151  0.0093
O 7.3988 -1.3850 -1.6925  0.0190
O -2.3204 2.1519 1.8246  -0.1299
N -7.1052 -0.0310 -0.1229  -0.1860
N -8.3081 0.0843 1.7276  0.0534
C 0.8959 -2.8985 1.7541  -0.1219
C -7.7755 1.1693 -0.1677  -0.0875
C 4.3182 -0.3355 -0.3848  -0.0235
C -1.3762 0.4684 -1.2489  -0.2816
C -3.5133 -0.9134 -1.6725  -0.4681
C -8.5132 1.2150 0.9722  -0.1600
C -2.2647 -0.6964 -0.8172  -0.3979
C 8.4458 -0.8859 -2.5294  -0.2312
C -0.2665 -1.9753 2.1731  -0.2371
C -0.1822 3.0861 0.9685  -0.2586
C 9.3307 0.1070 -1.8056  -0.0716
C 6.3558 -0.5455 -1.5264  -0.6180
C -7.4621 -0.6370 1.0461  -0.1882
C -1.6307 3.3314 1.3576  -0.3629
C -6.2100 -0.5844 -1.0811  -1.1023
B 0.2455 -0.4753 2.1028  -0.4748
H -1.1534 -2.1828 1.5693  0.0685
H -2.5725 -0.5551 0.2270  0.0815
H -1.9873 1.3554 -1.4643  0.0255
H 8.7698 1.0029 -1.5453  0.0741
H 1.3662 -2.5470 0.8318  0.0637
H -3.9769 -1.8832 -1.4826  0.0360
H 8.0177 -0.4483 -3.4312  0.1199
H 10.1706 0.3945 -2.4399  0.0744
H 1.6615 -2.9015 2.5344  0.0723
H -9.1850 2.0021 1.2758  0.0907
H 0.1071 3.7452 0.1442  0.0299
H -3.2796 -0.8684 -2.7371  0.0836
H 3.8128 0.0169 -1.2746  0.0760
H -0.5344 -2.2241 3.2142  0.0871
H -7.6626 1.8654 -0.9825  0.1154
H -0.8437 0.2254 -2.1763  0.0345
H -1.7077 4.0904 2.1501  0.0930
H 4.6038 0.5082 0.2378  0.1000
H 9.7201 -0.3331 -0.8864  0.0781
H 9.0159 -1.7690 -2.8164  0.1172
H 0.4810 3.3208 1.8077  0.0288
H -1.6786 -1.6234 -0.8289  0.1031
H -7.0694 -1.5981 1.3403  0.1257
H 0.5571 -3.9276 1.6157  0.0650
H -1.7449 1.7481 2.4838  0.0517
H 3.6576 -0.9910 0.1706  0.0834
H 0.3126 -0.1775 4.0598  0.0829
H -2.2110 3.6943 0.5067  0.0990

The calculation puts the molecular weight at 525.16 g/mol. The calculation puts the HOMO-LUMO gap at 6.0748 eV. Its lowest unoccupied orbital energy is 1.5 eV. The net charge is -1.

---

# 2
A cluster of 5 separate species, C32H33BF2O20P in total, computed with ωB97M-V with the def2-TZVPD basis set.

Each line ends with the Löwdin charge.
Atoms and positions in Å:
P 1.6462 -1.9961 0.5818  0.7572
F -0.0594 -0.2495 2.6409  0.0090
F -2.2239 0.9064 2.6021  -0.0263
O 1.4568 3.7615 8.3537  0.0853
O 2.9347 -2.4105 1.2356  -0.5178
O -0.3672 4.2052 3.4183  0.0993
O -0.0715 0.2615 -0.1111  0.0136
O -6.3758 -5.5199 -9.6869  0.1084
O 3.9513 4.1908 2.8483  0.0837
O 0.7659 -4.4292 -5.9915  0.0917
O -1.3168 2.2179 4.9019  0.1231
O 4.5033 -0.3164 4.0702  0.1421
O 0.2617 -0.9580 -2.8566  0.1108
O -3.6596 -4.7014 -5.0068  0.1223
O 6.5310 0.4395 5.5132  0.0915
O 2.3690 5.7042 6.9303  0.1047
O -2.6231 -6.2264 -6.9491  0.1163
O -7.3345 -4.0047 -7.8308  0.0940
O -0.8833 -5.9783 -4.6925  0.0771
O 5.9951 4.9240 4.2057  0.1027
O 2.3326 0.3033 -0.7473  0.0413
O 1.5880 0.7605 1.4841  0.0444
O -1.3848 -2.5080 -1.5723  0.1163
C -0.5081 2.6758 0.3167  -0.1049
C 4.5038 3.2591 3.4130  -0.2944
C -5.5441 -4.2809 -6.3123  0.0710
C 0.0301 -2.1461 -3.3781  -0.2210
C 6.4113 2.7246 4.9499  0.0615
C 0.9803 3.8020 7.2291  -0.3191
C 0.0708 4.1489 4.5499  -0.2992
C 1.0471 5.0805 5.0806  0.0740
C -4.3491 -4.8678 -6.1222  -0.2158
C -3.7138 -5.7475 -7.1852  -0.3010
C -2.0752 0.9972 1.1999  -0.2373
C 0.7873 3.2555 -0.2520  -0.2096
C 5.7169 3.6293 4.2477  -0.2362
C 4.7872 0.9699 4.0481  -0.2203
C -0.6412 -4.7734 -4.1775  -0.2515
C 0.0041 2.8812 6.7105  0.0699
C 1.4774 4.9205 6.3376  -0.2382
C 0.3590 0.9536 2.0199  -0.2991
C 0.3045 -3.9151 -4.9839  -0.3167
C -0.5766 1.2168 0.8204  -0.3137
C -0.4326 3.0268 5.4456  -0.2224
C -1.2117 -4.3535 -3.0457  0.0724
C -2.7758 -0.1666 0.5367  -0.1699
C -6.2519 -4.4925 -7.5495  -0.3171
C -4.4383 -5.9714 -8.4226  0.0706
C 0.5948 -2.5826 -4.5200  0.0729
C 1.7299 3.7378 0.8451  -0.1003
C -5.6295 -5.3869 -8.5996  -0.2395
C -0.9255 -3.0124 -2.5714  -0.2958
C -3.0725 0.1106 -0.9387  -0.0851
C 5.9847 1.3425 4.9029  -0.3133
C 4.0899 1.8785 3.3431  0.0973
B 1.3534 -0.0461 0.2596  -1.0190
H 5.3072 5.3068 3.6191  0.1136
H 1.2941 2.5545 -0.9199  0.1017
H -0.3687 -6.0344 -5.5230  0.1175
H -0.2025 -0.8971 -1.9900  0.0908
H 1.4017 5.8696 4.4328  0.1361
H -0.3455 2.0869 7.3544  0.1344
H 2.4846 5.3302 7.8279  0.1138
H -1.8897 -4.9705 -2.4722  0.1410
H 1.9367 0.2335 -1.6247  0.0593
H 1.5769 -2.5463 -0.7406  -0.0184
H 7.2727 2.9797 5.5508  0.1288
H -7.1735 -4.9760 -9.5246  0.1161
H -2.6242 1.9087 0.9409  0.1347
H 1.2779 -1.9773 -5.0985  0.1338
H -2.8276 -5.2140 -5.0658  0.0881
H -3.9832 -6.6082 -9.1677  0.1336
H -1.3001 2.7757 -0.4347  0.1152
H -2.2300 -0.1413 -1.5656  0.0423
H 3.2453 1.6052 2.7182  0.1185
H -2.1915 -1.0808 0.6573  0.1130
H 0.4993 4.1146 -0.8701  0.1024
H 2.6526 4.1660 0.4483  0.0735
H -3.9305 -0.4773 -1.2718  0.0720
H 5.1654 -0.7404 4.6478  0.1195
H -3.7247 -0.3070 1.0638  0.1145
H 0.3625 1.7026 2.8164  0.1481
H 0.5320 -2.6142 1.2151  -0.0127
H 1.9795 2.9122 1.5014  0.0425
H -1.4665 2.4684 3.9695  0.1023
H -6.0007 -3.6489 -5.5637  0.1363
H -3.3203 1.1648 -1.1026  0.0745
H 1.2511 4.5138 1.4506  0.0643
H -0.7822 3.2955 1.1824  0.1093

The calculation puts the molecular weight at 817.38 g/mol. The calculation puts the HOMO-LUMO gap at 4.8525 eV. Its lowest unoccupied orbital energy is -0.2 eV. The net charge is -1.

---

# 3
A cluster of 2 separate species, C3H13N3 in total in a non-equilibrium geometry, computed with ωB97M-V with the def2-TZVPD basis set.

Each line ends with the Löwdin charge.
Atoms and positions in Å:
N 0.8910 -1.4593 0.2808  -0.0141
N -0.9058 0.4078 -1.6827  -0.1964
N 1.8140 -0.5088 2.3092  -0.0089
C -0.0574 1.5734 -1.6875  -0.1663
C -1.9537 0.4991 -0.6859  -0.1588
C 1.0878 -1.6276 1.7380  -0.3544
H 0.1359 -1.7984 2.2355  0.1035
H 0.9429 -0.4979 -0.0447  0.0219
H -1.5355 0.3084 0.2966  0.0604
H -2.7181 -0.2484 -0.8831  0.0795
H 2.5532 -0.1888 1.7090  0.0607
H 0.7787 1.3939 -2.3657  0.0806
H -2.3932 1.5008 -0.6539  0.0731
H 0.3867 1.7617 -0.7051  0.0698
H 1.2424 0.1583 2.7915  0.0510
H -0.5927 2.5243 -1.8554  0.0775
H -0.0500 -1.6670 -0.0467  0.0392
H -1.3892 0.3354 -2.5699  0.0977
H 1.7630 -2.4669 1.8200  0.0839

The calculation puts the molecular weight at 91.16 g/mol. The calculation puts the HOMO-LUMO gap at 9.8461 eV. As for the SMILES: CNC.NCN. Its lowest unoccupied orbital energy is 0.9 eV. The net charge is 0.

---

# 4
The ion CH4Cl2O2P with charge +1 in a non-equilibrium geometry, computed with ωB97M-V with the def2-TZVPD basis set.

Each line ends with the Löwdin charge.
Atoms and positions in Å:
Cl -2.0872 -1.3432 0.7613  0.5006
Cl -1.4299 1.6235 0.6896  0.6036
P -1.0186 0.0050 -0.2086  0.0310
O -1.5395 0.0791 -1.8661  -0.1636
O 0.5380 -0.3556 -0.2547  -0.3172
C 1.6680 0.0406 0.6186  -0.0111
H 2.3706 0.4410 -0.0334  0.0871
H 1.7482 -0.7124 1.4311  0.1257
H 1.4562 0.8856 1.2736  0.0771
H -1.7059 -0.6637 -2.4115  0.0668

The calculation puts the molecular weight at 149.92 g/mol. The calculation puts the HOMO-LUMO gap at 12.3868 eV. Its lowest unoccupied orbital energy is -4.5 eV. The net charge is +1.

---

# 5
A cluster of 3 separate species, C6H11NO5P in total in a non-equilibrium geometry, computed with ωB97M-V with the def2-TZVPD basis set.

Each line ends with the Löwdin charge.
Atoms and positions in Å:
P 1.5798 -0.5591 -1.6334  0.2133
O -1.7500 -0.5758 1.6550  -0.1568
O 1.2029 -1.9047 -1.1370  -0.3202
O 2.1682 0.3932 -0.6295  -0.3103
O 3.7892 -1.1405 -2.2486  0.0989
O 1.2600 -0.1626 -3.0260  -0.3117
N -1.0964 0.3054 -1.0216  -0.0765
C 4.4654 1.1785 -2.1618  -0.0048
C -2.2061 -0.6213 -0.7730  -0.1850
C -1.9742 -1.3955 0.5712  -0.2471
C -1.0024 1.2594 0.1045  -0.1767
C 3.9359 0.0182 -2.1733  -0.3840
C -0.7724 0.4138 1.3791  -0.1975
H -2.5843 -2.3299 0.7782  0.1321
H -1.9862 -1.4084 -1.4990  0.1191
H -0.9824 -1.8456 0.3388  0.1004
H -0.2112 1.8565 0.1029  0.0598
H -0.2147 -0.2470 -0.8554  0.0125
H 0.2294 -0.2233 1.2574  0.1560
H -0.5725 1.0510 2.2248  0.1033
H -2.0007 1.6891 0.2483  0.1167
H -3.1393 0.0070 -0.6433  0.1262
H 5.3256 1.4142 -2.8185  0.0709
H 4.0838 2.0873 -1.7135  0.0614

The calculation puts the molecular weight at 208.13 g/mol. The calculation puts the HOMO-LUMO gap at 8.7966 eV. Its lowest unoccupied orbital energy is 3.6 eV. The net charge is -1.

---

# 6
A structure of composition C40H29Cl2CrN8O4STe, computed with ωB97M-V with the def2-TZVPD basis set.

Each line ends with the Mulliken spin population.
Atoms and positions in Å:
Te -2.2142 -1.2696 0.3848  -0.0306
Cr 0.0966 -0.1737 -0.4604  1.6128
Cl 1.7564 2.6526 5.5127  0.0009
Cl 0.2684 5.0100 4.0148  -0.0083
S 0.5948 -3.5669 -1.1320  0.0154
O -1.0191 3.7593 -0.7164  -0.0411
O 2.9596 -1.0247 1.5515  -0.0128
O 1.7257 -4.2659 -0.5977  -0.0007
O -0.6885 -3.7068 -0.4818  -0.0005
N 1.9803 -0.0925 -1.3553  -0.0287
N -0.6339 0.5757 -2.2234  -0.0550
N -0.2448 1.7101 0.0686  -0.0687
N 0.8579 -1.9655 -1.1955  -0.0366
N -0.0787 -4.9456 -6.8561  0.0001
N -0.0877 -2.3994 2.6507  -0.0005
N 3.0675 -2.0556 -2.1457  -0.0016
N 0.8455 -0.1825 1.3251  -0.2700
C -3.9090 0.3351 2.2902  0.0001
C -4.3710 2.5544 0.6901  0.0005
C 0.1081 -4.6904 3.2910  0.0008
C -3.6841 -0.9634 -2.3257  -0.0032
C 1.3003 -4.8583 -4.8768  0.0000
C -0.7401 2.5742 -0.8426  0.0041
C 1.1326 2.4301 3.9136  0.0221
C -4.8277 -2.7315 -3.4871  -0.0009
C 0.4763 3.4718 3.2482  -0.0611
C 1.7731 -1.1667 1.7292  0.0272
C -3.4056 0.3690 0.9944  -0.0073
C -1.1561 0.5598 -4.5425  -0.0010
C -3.3751 -1.8362 -1.2888  0.0056
C 2.0405 -1.4241 -1.5915  0.0261
C -1.4907 1.9060 -4.4878  -0.0006
C -0.7333 -0.0727 -3.3880  0.0150
C 1.1939 -2.4288 2.2961  0.0148
C -4.8651 2.5199 1.9866  -0.0005
C 0.7834 1.0017 2.0179  -0.0208
C -4.4112 -1.4101 -3.4214  0.0016
C -3.8039 -3.1575 -1.3517  0.0013
C 3.0301 0.6544 -1.6487  -0.0086
C -0.6133 -3.5158 3.1359  0.0004
C -0.9313 1.8843 -2.1713  -0.0073
C 4.1148 -1.2883 -2.4335  0.0038
C -1.3763 2.5808 -3.2841  0.0018
C -0.8452 -3.8571 -3.4304  0.0000
C 0.1391 2.0637 1.3391  -0.0712
C -0.0170 3.2979 1.9699  0.0402
C 1.4598 -4.5453 -3.5400  0.0003
C -4.6347 1.4111 2.7853  -0.0001
C 1.4439 -4.7053 2.9277  -0.0006
C -3.6421 1.4831 0.1974  0.0027
C 0.3897 -4.0429 -2.8163  0.0016
C 4.1622 0.0798 -2.2030  0.0003
C -1.0038 -4.1633 -4.7674  0.0001
C 0.0691 -4.6712 -5.5092  0.0002
C -4.5249 -3.6035 -2.4505  0.0002
C 2.0062 -3.5473 2.4195  0.0033
C 1.2891 1.2041 3.3049  -0.0579
H 3.0337 -3.4944 2.0937  0.0001
H -5.4247 3.3607 2.3745  0.0000
H 2.4131 -4.6774 -3.0484  -0.0003
H -4.5354 3.4231 0.0661  0.0003
H 4.9652 -1.7962 -2.8754  0.0000
H 2.1360 -5.2507 -5.4431  0.0000
H 1.7980 0.4098 3.8333  -0.0007
H -0.4753 -1.1243 -3.3728  -0.0065
H -1.9670 -4.0196 -5.2423  0.0000
H 2.0323 -5.6072 3.0264  0.0000
H -3.2549 1.5297 -0.8112  0.0018
H -1.6082 3.6301 -3.1699  -0.0005
H -1.6815 -3.4823 -2.8568  0.0000
H -5.0146 1.3815 3.7982  0.0002
H -1.2231 -0.0035 -5.4625  -0.0002
H -3.5542 -3.8476 -0.5562  0.0002
H -0.5153 4.1082 1.4620  0.0025
H -1.8300 2.4227 -5.3755  -0.0004
H -3.7280 -0.5254 2.9225  -0.0002
H 5.0353 0.6661 -2.4426  0.0003
H -3.3676 0.0713 -2.2874  -0.0024
H 2.9576 1.7130 -1.4287  -0.0010
H -5.3933 -3.0796 -4.3416  -0.0001
H -1.6653 -3.4759 3.4012  0.0001
H -4.6498 -0.7219 -4.2226  -0.0001
H -1.0172 -5.0913 -7.1862  0.0000
H -4.8488 -4.6351 -2.4951  0.0000
H 0.5989 -5.5622 -7.2703  0.0000
H -0.3759 -5.5745 3.6820  0.0000

The calculation puts the molecular weight at 968.29 g/mol. The calculation puts the HOMO-LUMO gap (spin up / spin down) at 6.3329 / 7.0348 eV. Its multiplicity is 2. Its lowest unoccupied orbital energy (spin up / spin down) is -1.3 / -0.2 eV. The net charge is 0.

---

> What is the formula in the third record?

C3H13N3